252
Properties=species:S:1:pos:R:3:forces:R:3:lowdin_charge:R:1 method="wB97M-V/def2-TZVPD" energy_ev=-126784.33760 charge=0 largest_force_ha_per_bohr=0.068 e_homo_ev=-8.478 relative_energy_kcal_mol=100.1
O 0.370 2.675 -1.386 -0.45 1.46 -0.17 -0.219
O -3.856 -3.562 1.026 -0.54 -0.98 -0.43 -0.149
O 2.939 6.832 1.401 0.14 0.40 0.50 -0.230
O -0.756 4.574 5.743 -0.92 0.00 0.98 -0.159
O -2.715 1.729 -5.186 -0.21 -1.66 0.33 -0.225
O 1.824 -4.471 -4.510 0.98 2.10 0.73 -0.205
O -5.894 4.530 -10.201 -1.04 0.83 -0.33 -0.203
O 3.285 -2.404 0.356 -0.33 -0.05 1.07 -0.210
O -3.225 -7.586 5.179 0.25 0.11 -1.60 -0.187
O -1.280 1.704 9.716 1.93 -1.80 0.12 -0.176
O 2.181 -0.946 -4.087 0.16 -0.72 -1.10 -0.186
O 0.053 0.506 3.906 -1.11 -1.06 -2.64 -0.156
O -3.223 1.076 2.353 -0.06 -0.78 0.10 -0.212
O -1.155 -2.083 -1.750 0.15 -0.05 0.15 -0.199
O -0.568 -5.890 -0.092 -0.10 -0.20 1.37 -0.209
O -1.023 -1.229 -7.772 -0.75 -1.01 -0.08 -0.220
O -4.442 -2.965 -4.719 0.01 -0.19 -1.00 -0.172
O -5.749 3.326 -1.670 0.44 0.94 -0.70 -0.182
O 2.355 2.717 8.875 -0.61 1.05 -0.13 -0.194
O 3.960 1.775 2.897 -0.86 0.29 0.10 -0.202
O 4.627 -1.533 5.439 0.32 -0.37 -0.25 -0.244
O 5.349 0.258 -0.378 0.42 0.29 -0.24 -0.219
N -5.004 0.458 -3.754 0.27 1.01 1.52 -0.045
N 4.218 0.772 -3.001 0.94 1.36 0.28 -0.030
N -4.963 3.554 -7.317 0.21 -1.16 -1.37 -0.035
N 4.182 4.770 2.824 1.70 1.04 -2.25 -0.056
N -2.025 -5.525 2.330 0.84 1.01 -0.74 -0.062
N -0.809 -4.632 -6.468 -0.04 0.89 -0.88 -0.068
N -0.684 -0.133 1.305 0.23 -0.57 -0.57 -0.023
N 4.105 -3.398 2.961 0.30 -1.09 -0.40 -0.034
N 1.929 -0.368 8.923 1.23 1.34 -0.23 -0.047
N -1.595 3.265 0.609 0.31 -1.45 -0.36 -0.041
C -1.444 -0.791 0.267 -1.22 -0.58 -0.16 -0.194
C 4.991 1.745 -2.203 0.30 -0.45 -0.03 -0.194
C -2.982 2.437 2.540 0.80 0.78 -0.08 -0.239
C -1.369 1.412 -5.053 0.68 -0.47 0.53 -0.105
C -6.501 5.527 -11.068 0.85 -1.13 -0.63 -0.092
C 2.185 3.793 7.985 1.09 1.01 0.20 -0.096
C 3.243 -2.083 -1.003 -0.08 -0.02 -0.01 -0.112
C 4.246 -3.779 4.354 -0.21 1.06 -0.12 -0.214
C -0.099 4.043 -1.195 -1.27 -0.11 0.17 -0.171
C 3.083 -4.031 2.101 0.57 1.48 0.70 -0.175
C 1.508 2.420 -0.581 -0.55 -1.09 0.67 -0.121
C -0.652 -0.952 -1.015 -1.28 -0.61 -0.66 -0.184
C 3.822 3.999 3.928 1.97 -0.78 2.27 -0.233
C -1.201 3.045 9.996 -0.70 1.93 0.02 -0.176
C -2.952 2.570 -6.245 -1.12 0.57 -0.77 -0.253
C 3.582 5.747 0.705 -0.18 1.94 -0.18 -0.213
C -5.528 4.685 -2.027 0.10 -0.25 -0.95 -0.121
C -4.263 3.837 -8.611 1.32 0.39 1.65 -0.222
C -4.833 4.970 -9.390 -0.45 -0.34 -0.44 -0.266
C -5.414 1.171 -2.487 0.33 -2.04 -1.88 -0.189
C -2.050 -8.245 5.650 -0.82 0.56 0.83 -0.120
C 3.077 0.527 9.257 0.19 -1.15 1.88 -0.190
C -5.103 -0.987 -3.647 -0.05 1.00 -0.38 -0.211
C 0.030 1.047 10.055 -1.32 -1.74 -1.36 -0.123
C 0.695 0.365 8.775 -1.74 -0.08 0.21 -0.212
C 3.145 8.122 0.813 -1.91 -1.26 -0.10 -0.089
C 3.180 1.727 8.392 0.82 -0.20 -1.14 -0.289
C -1.996 -0.611 -8.635 -0.09 -1.08 0.05 -0.113
C -4.279 -4.588 0.092 -0.95 2.71 -0.34 -0.128
C -0.647 -4.589 0.482 -1.14 0.45 -0.48 -0.193
C 4.403 2.587 3.962 2.34 -0.05 -0.86 -0.230
C 0.723 1.088 4.912 1.03 1.40 1.80 -0.144
C -1.541 4.053 -0.604 -0.06 0.20 -0.61 -0.220
C 5.156 -2.868 5.149 1.43 1.50 0.11 -0.206
C -0.443 -3.219 -6.546 2.56 -0.64 0.70 -0.241
C -3.741 0.477 3.528 -0.36 0.29 0.76 -0.094
C 3.388 -3.786 0.651 -0.20 0.93 -0.79 -0.214
C -4.492 -1.550 -4.902 -0.94 -1.38 0.11 -0.205
C -0.785 -5.970 -1.452 1.35 0.27 -1.71 -0.131
C 1.889 0.320 -3.638 -0.35 1.74 2.02 -0.257
C -1.474 -2.572 -7.339 -0.08 2.02 -2.88 -0.204
C 6.202 -0.673 0.249 -0.19 -0.55 0.58 -0.138
C -0.185 -5.435 -5.470 0.36 -1.70 0.85 -0.207
C -2.906 3.197 1.236 -0.22 -0.25 -0.45 -0.200
C -5.290 2.579 -2.783 -0.62 1.72 -0.34 -0.286
C -0.777 -4.786 2.000 -1.05 -0.24 -0.91 -0.158
C -4.372 2.321 -6.729 -0.64 0.48 -0.23 -0.195
C 2.208 -1.019 -5.513 -0.82 -0.61 0.46 -0.058
C 1.376 -5.427 -5.376 -1.15 -2.41 -0.90 -0.249
C 5.616 -0.759 6.152 -0.28 -1.90 0.04 -0.101
C -1.978 -6.174 3.598 -0.59 -1.19 1.15 -0.223
C 3.169 -4.529 -4.047 0.43 -3.03 -0.12 -0.082
C -0.993 5.995 5.694 2.18 -0.52 -0.03 -0.143
C 6.046 0.985 -1.425 -0.53 -1.39 0.09 -0.190
C 3.450 4.561 1.581 -0.61 -0.20 0.90 -0.206
C 0.765 -0.507 3.218 0.01 -0.69 0.52 -0.193
C -3.090 -7.238 3.771 1.09 -0.30 0.43 -0.190
C -0.346 -2.432 -2.867 -0.42 1.07 0.06 -0.105
C 4.527 0.477 2.873 0.46 0.63 -0.16 -0.096
C 3.039 1.340 -3.612 -0.82 0.70 0.57 -0.204
C -0.106 -1.131 2.166 0.26 0.26 0.77 -0.216
C -3.297 -3.333 -4.022 -0.06 -0.58 0.55 -0.134
H -0.781 -7.056 -1.742 -0.02 1.04 0.28 0.102
H -3.303 4.256 -8.252 -0.03 -0.28 -0.33 0.115
H 2.900 1.410 7.385 -0.29 0.04 -0.43 0.114
H -2.253 3.796 -1.403 -0.11 -0.74 0.03 0.098
H -1.901 5.062 -0.360 0.66 0.22 0.05 0.119
H -0.116 6.353 5.128 -0.49 0.13 0.08 0.081
H -7.312 4.943 -11.536 0.48 0.40 -0.25 0.083
H 5.250 -3.333 6.134 0.50 -0.22 -0.03 0.114
H 2.404 4.563 1.883 -0.67 -0.74 -0.46 0.122
H -4.580 -1.354 -2.763 0.18 -0.27 0.06 0.113
H -0.947 6.543 6.664 -0.48 -0.69 -0.41 0.085
H -4.484 4.813 -2.402 -0.50 0.01 0.33 0.080
H 0.710 -2.325 -2.631 0.16 -0.54 0.07 0.053
H -1.863 6.149 5.111 -1.04 0.69 -0.29 0.059
H 3.062 5.727 -0.265 0.34 -0.75 0.00 0.121
H -2.839 3.595 -5.895 0.18 0.41 -0.36 0.132
H -2.368 -8.928 6.430 -0.06 -0.50 -0.17 0.085
H 0.265 2.061 5.163 -0.20 -0.60 0.22 0.093
H 3.428 -5.542 -3.531 -0.85 1.31 -0.66 0.117
H -3.490 -1.185 -4.977 0.88 0.52 -0.43 0.097
H 3.124 4.350 7.749 -0.08 -0.53 0.43 0.097
H -4.955 -4.015 -0.596 0.53 -0.88 0.32 0.095
H 4.100 -2.539 -1.512 0.15 0.24 -0.20 0.094
H 5.255 0.219 6.394 -0.65 0.44 0.05 0.057
H 4.663 -4.785 4.475 -0.22 0.01 -0.18 0.123
H -2.441 -2.462 -6.833 0.00 -0.26 -0.11 0.116
H -0.197 0.234 10.779 0.05 0.59 -0.26 0.121
H 4.033 0.007 -2.381 -0.55 -0.39 -0.01 0.059
H 2.149 -2.068 -5.826 -0.46 0.22 0.34 0.074
H -0.113 4.600 -2.169 0.30 -0.51 0.79 0.128
H 2.679 2.275 -3.048 0.15 -1.30 -0.49 0.121
H -1.766 -5.516 -1.749 0.81 -0.13 0.00 0.079
H 5.860 -1.312 7.095 0.11 0.57 -0.62 0.099
H 7.040 -0.174 0.744 0.12 0.02 -0.09 0.089
H -0.484 -1.679 -3.667 -0.17 -0.34 -0.04 0.082
H -4.770 0.906 3.751 0.97 -0.75 -0.29 0.107
H -7.014 6.392 -10.606 0.73 -0.31 0.36 0.082
H -4.828 0.980 -1.605 0.52 -0.69 0.48 0.115
H -3.780 2.883 3.108 -0.76 0.13 0.37 0.108
H 6.183 -2.689 4.665 -1.26 -0.63 0.57 0.145
H -2.188 -6.164 1.583 0.00 -0.81 -0.50 0.099
H -3.266 -2.901 -3.047 0.17 0.73 0.83 0.065
H -0.840 -3.848 2.503 0.12 0.90 0.21 0.089
H -2.333 -1.262 -9.510 0.61 0.48 1.07 0.103
H -1.001 -6.667 3.833 -0.41 0.57 -0.18 0.122
H 1.231 2.668 0.461 0.47 -0.36 -0.23 0.091
H -6.142 -1.322 -3.560 -0.02 0.25 -0.06 0.130
H -2.855 -8.155 3.191 -0.12 0.32 0.22 0.124
H -2.327 2.331 -7.116 0.54 0.32 0.38 0.116
H 5.556 2.655 3.882 -1.39 0.10 0.15 0.146
H -0.883 -1.684 2.695 -0.35 -0.40 -0.08 0.111
H -3.104 0.694 4.408 -0.10 0.11 -0.34 0.088
H 0.725 1.738 10.474 0.25 0.68 0.35 0.082
H -0.916 2.311 -4.629 0.93 -0.12 -0.41 0.098
H -0.039 -0.309 8.284 0.19 0.36 0.49 0.125
H -1.532 -4.035 0.028 0.89 -0.56 0.72 0.110
H 3.128 -0.693 -5.911 1.29 0.87 -0.36 0.073
H -1.398 0.344 1.819 -0.01 0.56 0.69 0.063
H 5.449 2.488 -2.861 0.06 -0.09 -0.03 0.121
H -5.652 5.263 -1.136 -0.31 0.60 0.35 0.074
H -2.894 -0.414 -8.018 0.24 0.38 -0.48 0.073
H 0.527 -1.834 1.609 -0.18 0.08 -0.09 0.112
H 0.226 -3.973 0.207 0.04 -0.22 0.20 0.113
H -6.194 5.010 -2.888 0.46 -0.27 1.10 0.106
H -2.183 3.557 10.043 0.02 -0.66 -0.90 0.092
H -2.247 -0.096 0.043 -0.49 -0.14 -0.11 0.108
H 6.824 1.606 -1.005 0.19 0.41 0.28 0.116
H 1.901 -1.166 9.529 -0.19 -0.12 0.31 0.099
H 3.158 -5.081 2.210 -0.07 -1.28 0.48 0.108
H -1.248 0.615 -4.319 -0.28 0.03 0.30 0.073
H -4.278 1.546 -7.483 -0.20 -0.38 -0.41 0.092
H 1.562 0.192 -2.573 0.13 0.07 -0.76 0.107
H -2.070 2.633 3.123 0.10 -0.30 -0.05 0.131
H 1.652 -0.157 2.712 0.51 0.74 0.09 0.110
H 4.021 -0.081 2.079 -0.07 0.02 0.19 0.074
H -3.962 2.991 -9.292 -0.80 0.28 0.70 0.140
H 1.735 1.319 -0.672 -0.11 1.20 0.20 0.098
H 4.112 8.502 1.035 0.99 0.41 0.06 0.071
H -5.149 5.780 -8.749 -0.07 0.36 0.40 0.125
H -5.712 5.853 -11.836 -1.27 -0.21 0.96 0.106
H -0.785 -0.027 -1.597 0.31 -0.14 -0.11 0.120
H 3.761 3.661 1.086 -0.08 -0.57 -0.20 0.105
H 1.634 -6.402 -4.911 -0.04 0.04 -0.49 0.120
H 6.586 -1.436 -0.439 0.09 0.21 -0.27 0.091
H 2.049 -3.707 2.352 0.35 -0.14 -0.18 0.112
H 0.806 0.399 5.739 -0.24 -0.08 0.93 0.079
H -1.955 -1.759 0.622 0.82 1.04 -0.64 0.132
H 2.324 -2.431 -1.543 0.52 0.31 0.62 0.079
H 4.444 -0.035 3.848 0.02 0.15 -0.44 0.074
H -3.406 -4.898 -0.445 0.30 -0.67 -0.53 0.033
H -5.052 -1.372 -5.849 0.27 0.17 0.87 0.144
H -0.541 3.600 9.300 -0.19 -0.16 0.34 0.084
H 1.780 3.583 7.007 -0.57 -0.71 -0.22 0.074
H 3.321 -3.682 4.913 -0.69 -0.49 0.09 0.116
H 1.762 -5.439 -6.421 0.31 0.45 0.56 0.134
H -5.001 1.873 -5.952 0.11 0.55 0.15 0.105
H -0.534 -6.509 -5.715 0.73 1.46 0.68 0.144
H -3.204 4.194 1.477 -0.14 0.95 0.10 0.107
H -2.362 -3.098 -4.510 0.23 0.19 -0.53 0.052
H 2.780 3.922 3.991 -2.06 -0.15 0.67 0.093
H 3.336 -0.996 -0.948 -0.17 -0.18 -0.71 0.075
H -0.352 -2.778 -5.550 0.16 0.19 0.07 0.091
H 4.208 2.120 8.264 -0.07 -0.26 0.43 0.133
H 4.215 2.111 4.920 -0.37 -0.15 0.40 0.091
H -0.916 0.971 -5.972 -0.18 0.82 0.26 0.096
H -1.555 4.151 6.125 0.79 0.31 -0.31 0.084
H 3.969 -4.472 -4.795 -0.50 0.31 -0.51 0.088
H 3.355 -3.781 -3.326 -0.28 1.02 0.66 0.040
H -3.271 -4.072 1.592 0.44 0.01 0.85 0.010
H -1.517 0.278 -9.059 -0.34 -0.02 0.31 0.084
H 4.415 2.302 -1.437 -0.19 -0.18 -0.38 0.104
H 1.389 -0.402 -5.914 0.08 -0.40 -0.16 0.093
H 2.974 7.985 -0.264 0.24 0.55 0.03 0.085
H 0.381 -1.112 -0.823 1.20 -0.06 0.32 0.090
H 3.013 0.857 10.328 0.08 0.02 -0.69 0.128
H -5.924 3.358 -7.584 -0.11 -0.12 0.30 0.103
H 4.628 6.021 0.575 0.31 -0.11 -0.29 0.125
H -4.227 2.847 -2.958 -0.38 -0.13 -0.27 0.120
H -4.037 0.774 -3.979 -0.94 -0.63 0.09 0.088
H -3.329 -4.385 -3.805 -0.08 -0.75 -0.33 0.092
H -1.517 -3.173 -8.284 -0.70 0.34 0.69 0.143
H -1.325 2.303 0.341 0.09 0.59 0.36 0.103
H 5.580 0.598 2.552 -0.18 -0.34 0.39 0.089
H 0.877 1.146 8.052 -0.13 0.24 -0.18 0.080
H 0.577 -3.096 -7.070 -1.49 -0.22 0.75 0.149
H -0.934 3.230 11.017 1.03 0.02 0.79 0.074
H 1.065 0.843 -4.153 -0.07 -0.56 -0.15 0.103
H -0.627 -3.434 -3.228 0.27 0.45 0.31 0.061
H -5.920 2.843 -3.668 0.63 -0.08 0.30 0.139
H -2.259 -5.471 4.379 0.57 0.34 0.22 0.130
H 4.392 -4.114 0.359 0.06 -0.26 0.24 0.131
H -3.691 2.815 0.566 0.01 -0.10 -0.08 0.123
H -1.813 -4.638 -6.332 -0.07 -0.44 0.02 0.102
H 4.041 -0.006 9.207 -0.48 -0.26 -0.20 0.112
H 2.354 8.788 1.224 0.62 -0.39 -0.26 0.098
H -4.002 -6.813 3.380 -0.55 -0.01 0.33 0.115
H -4.006 5.285 -9.993 0.48 0.71 -0.80 0.109
H 1.076 -1.312 3.922 -0.02 0.38 -0.08 0.136
H -3.727 -0.622 3.437 -0.35 0.53 -0.34 0.093
H 1.566 4.495 8.509 -0.54 0.38 0.05 0.076
H 0.107 -5.276 2.366 0.52 -0.60 0.20 0.101
H 4.293 4.473 4.875 -1.08 -0.53 -1.35 0.153
H 2.361 3.022 -0.886 0.21 0.06 -0.10 0.055
H -4.840 -5.402 0.536 0.07 -0.21 0.26 0.072
H 1.751 1.347 4.709 0.73 0.08 -0.74 0.070
H 4.174 -2.414 2.843 -0.28 0.76 -0.15 0.075
H 3.211 1.737 -4.617 0.44 -0.29 -0.15 0.111
H -1.493 -8.719 4.861 0.12 -0.50 -0.35 0.079
H 4.031 5.747 2.966 0.12 0.61 0.82 0.093
H 6.497 -0.635 5.522 0.29 -0.09 0.08 0.083
H 2.660 -4.266 0.004 -0.26 -0.68 -0.02 0.110
H 6.524 0.197 -2.038 -0.04 0.53 -0.17 0.126
H 0.132 -5.453 -1.979 -1.85 -0.75 0.39 0.113
H -6.424 0.865 -2.309 -0.72 0.04 0.32 0.121
H -0.505 -5.178 -4.441 -0.12 -0.21 -0.15 0.089
H 0.464 4.570 -0.419 0.60 -0.14 -0.40 0.105
H -1.398 -7.557 6.170 0.37 0.50 -0.08 0.080
H 5.658 -1.248 1.023 -0.01 0.53 -0.46 0.073